46
Properties=species:S:1:pos:R:3:forces:R:3 method="wB97M-V/def2-TZVPD" total_charge=0 multiplicity=3 e_homo_ev="-5.63 / -8.15" homo_lumo_gap_ha="0.2033 / 0.2959" energy_ev=-62067.2875 relative_energy_ev=4.427
C 2.164 1.196 -0.451 1.682 1.200 -1.502
C 1.461 -2.404 -0.828 1.542 -1.193 -1.976
H 2.458 0.939 -1.483 0.244 0.225 -0.263
H 3.077 1.290 0.141 -0.032 0.041 -0.112
H 1.636 2.142 -0.502 0.081 -0.286 0.270
H 0.734 -3.169 -0.508 0.522 0.755 0.019
H 1.296 -2.224 -1.916 -0.101 -0.189 0.285
H 2.471 -2.858 -0.744 -0.507 0.081 -0.265
C -0.330 1.872 -2.135 -1.025 0.167 -0.043
C -1.387 2.685 -2.585 0.334 -0.597 0.258
C -2.686 2.200 -2.442 0.100 -0.130 0.076
C -2.881 0.979 -1.800 0.672 -0.303 0.251
H 0.694 2.206 -2.269 -0.116 -0.158 -0.003
H -1.155 3.658 -3.013 -0.188 -0.249 -0.054
H -3.546 2.754 -2.825 0.299 -0.095 0.198
H -3.875 0.580 -1.632 0.078 0.303 -0.160
N -0.515 0.707 -1.512 -0.526 -0.486 -0.214
C -1.768 0.247 -1.315 -0.189 1.373 -0.633
C -1.975 -1.011 -0.547 -0.450 -1.279 0.774
N -0.944 -1.528 0.135 -0.229 0.550 -0.359
C -1.083 -2.660 0.822 -0.957 -0.354 -0.529
C -3.380 -2.872 0.164 0.289 0.118 0.200
C -2.279 -3.400 0.849 0.519 0.919 -0.235
H -0.179 -3.056 1.278 -0.261 0.191 0.129
H -2.292 -4.338 1.385 -0.223 -0.010 -0.011
C -3.232 -1.667 -0.516 0.516 0.383 -0.187
H -4.061 -1.213 -1.049 0.039 -0.400 0.127
H -4.342 -3.385 0.170 0.268 0.124 -0.042
Ni 1.548 -0.583 -0.218 -2.535 -1.120 2.937
C 1.960 -1.629 1.404 0.354 -0.549 1.253
H 2.346 -2.654 1.319 -0.013 0.393 -0.291
H 1.174 -1.691 2.168 0.028 0.315 -0.309
H 2.764 -1.013 1.833 -0.064 -0.030 -0.125
C 1.852 2.928 1.863 0.346 0.210 0.171
C 1.406 1.551 2.368 0.214 -0.333 -0.453
C 0.503 1.824 3.578 -0.014 -0.211 0.037
C 0.693 0.694 1.304 -1.008 0.827 0.700
H 1.065 3.380 1.244 0.235 -0.067 0.063
H 2.798 2.902 1.313 -0.358 0.109 -0.003
H 2.014 3.597 2.717 -0.029 -0.053 -0.074
H 2.286 0.970 2.690 -0.091 0.271 0.194
H -0.381 2.395 3.266 0.077 -0.132 0.039
H 0.174 0.913 4.082 -0.052 -0.017 -0.099
H 1.046 2.433 4.308 -0.086 -0.090 -0.035
H -0.006 0.007 1.804 0.512 -0.149 -0.151
H 0.053 1.340 0.695 0.105 -0.076 0.146